{
  "formula": "C30H25ClO3PPt",
  "method": "ωB97M-V/def2-TZVPD",
  "elements": ["C", "C", "C", "H", "C", "C", "H", "H", "H", "H", "Pt", "Cl", "P", "C", "C", "H", "C", "H", "C", "H", "C", "H", "C", "H", "C", "C", "H", "C", "H", "C", "H", "C", "H", "C", "H", "C", "C", "H", "C", "H", "C", "H", "C", "H", "C", "H", "O", "C", "C", "C", "C", "C", "C", "C", "O", "O", "H", "H", "H", "H", "H"],
  "coordinates": [[-0.768, -1.980, 2.138], [-0.627, -2.829, 1.022], [0.730, -3.143, 0.800], [-1.456, -3.192, 0.447], [1.545, -2.499, 1.715], [0.674, -1.847, 2.767], [0.928, -1.393, 3.729], [-1.682, -1.610, 2.640], [1.086, -3.781, 0.015], [2.621, -2.508, 1.791], [0.655, -0.391, 1.775], [2.709, 0.727, 1.087], [0.212, -0.132, -2.497], [1.513, -1.326, -2.598], [1.190, -2.123, -3.702], [0.210, -2.107, -4.108], [2.216, -2.910, -4.187], [2.033, -3.482, -5.045], [3.475, -2.952, -3.585], [4.282, -3.548, -4.022], [3.697, -2.189, -2.420], [4.654, -2.247, -1.960], [2.719, -1.378, -1.896], [2.852, -0.820, -0.960], [-1.482, -0.674, -2.449], [-1.822, -2.017, -2.253], [-1.128, -2.718, -1.796], [-3.091, -2.390, -2.626], [-3.384, -3.402, -2.534], [-4.018, -1.463, -3.127], [-5.004, -1.790, -3.476], [-3.655, -0.111, -3.184], [-4.366, 0.594, -3.516], [-2.406, 0.326, -2.799], [-2.140, 1.367, -2.739], [0.630, 1.593, -2.479], [1.192, 1.753, -3.754], [1.445, 0.902, -4.337], [1.376, 3.055, -4.173], [1.761, 3.215, -5.136], [1.068, 4.148, -3.355], [1.208, 5.169, -3.732], [0.573, 3.908, -2.058], [0.360, 4.765, -1.453], [0.360, 2.635, -1.591], [0.025, 2.411, -0.566], [1.197, 2.603, 4.524], [0.054, 2.321, 5.159], [0.112, 2.528, 6.550], [-0.982, 2.246, 7.350], [-2.177, 1.764, 6.744], [-2.211, 1.547, 5.352], [-1.102, 1.782, 4.560], [-1.129, 1.236, 3.205], [-2.095, 0.831, 2.622], [0.195, 1.300, 2.839], [1.152, 2.140, 3.627], [1.048, 2.912, 6.918], [-0.896, 2.466, 8.422], [-3.023, 1.587, 7.407], [-3.108, 1.119, 4.906]],
  "total_charge": 1,
  "homo_ev": [-8.52, -10.64],
  "lumo_energy_ev": [-2.84, -6.50],
  "spin_multiplicity": 5
}